(1)
C6H13NO4 | ωB97M-V/def2-TZVPD

The total energy is -16108.5822 eV. The HOMO energy comes out at -10.5 eV. The multiplicity is 1. The structure (SMILES) is CC(C)[C@H](O)[C@@](C)(O)[N+](=O)[O-]. As for the energy above the lowest of the compared OMol25 structures with the same formula, charge and spin: 97.2 kcal per mole. Its HOMO-LUMO gap is 10.734 eV. As for the total charge: 0.

Structure (XYZ):
```
24
Properties=species:S:1:pos:R:3:lowdin_charge:R:1
C -1.282 1.475 0.849 -0.06
C -1.014 0.584 -0.394 -0.35
C -2.349 -0.034 -0.976 -0.07
C -0.086 -0.651 -0.267 -0.24
O -0.597 -1.568 0.736 0.00
C 1.360 -0.222 0.211 -0.47
C 2.172 0.505 -0.839 0.00
O 1.465 0.497 1.379 0.06
N 1.953 -1.560 0.481 -0.31
O 2.300 -2.315 -0.417 0.10
O 2.031 -1.813 1.702 0.08
H -0.394 1.574 1.505 0.06
H -2.103 0.971 1.542 0.11
H -1.756 2.486 0.598 0.10
H -0.576 1.219 -1.072 0.10
H -2.997 -0.661 -0.215 0.10
H -2.078 -0.714 -1.790 0.07
H -3.121 0.854 -1.242 0.12
H -0.004 -1.267 -1.107 0.13
H -1.535 -1.462 0.726 0.05
H 3.197 0.039 -0.850 0.10
H 2.296 1.670 -0.676 0.13
H 1.805 0.414 -1.989 0.14
H 1.315 -0.019 2.105 0.06
```

(2)
C18H19NO5S | ωB97M-V/def2-TZVPD

The total energy is -41537.1677 eV. The HOMO energy comes out at -9.0 eV. The multiplicity is 1. The structure (SMILES) is Cc1ccc(C(=O)COC(=O)CNS(=O)(=O)c2ccc(C)cc2)cc1. As for the energy above the lowest of the compared OMol25 structures with the same formula, charge and spin: 24.7 kcal per mole. Its HOMO-LUMO gap is 9.418 eV. As for the total charge: 0.

Structure (XYZ):
```
44
Properties=species:S:1:pos:R:3:lowdin_charge:R:1
C -4.673 -3.553 0.289 -0.05
C -4.285 -2.119 0.101 -0.27
C -5.210 -1.104 0.335 -0.04
C -4.865 0.218 0.154 -0.01
C -3.574 0.565 -0.258 -0.15
C -3.257 1.992 -0.420 -0.32
O -4.101 2.846 -0.576 0.11
C -1.780 2.379 -0.379 -0.06
O -1.112 1.657 0.654 0.01
C 0.187 1.858 0.773 -0.53
O 0.820 2.717 0.222 0.12
C 0.786 0.872 1.779 -0.11
N 0.560 -0.465 1.285 -0.10
S 1.074 -0.803 -0.272 0.66
O 0.766 -2.186 -0.482 -0.28
O 0.480 0.176 -1.133 -0.27
C 2.841 -0.567 -0.233 -0.28
C 3.366 0.690 -0.459 -0.05
C 4.737 0.867 -0.380 -0.02
C 5.578 -0.200 -0.079 -0.27
C 7.061 -0.006 -0.021 -0.05
C 5.021 -1.458 0.141 -0.03
C 3.652 -1.644 0.068 -0.05
C -2.652 -0.450 -0.512 0.00
C -3.010 -1.772 -0.331 -0.02
H -5.240 -3.681 1.209 0.08
H -5.304 -3.878 -0.538 0.09
H -3.794 -4.192 0.320 0.08
H -6.207 -1.360 0.663 0.11
H -5.578 1.008 0.337 0.12
H -1.688 3.458 -0.207 0.14
H -1.306 2.139 -1.340 0.15
H 1.852 1.112 1.907 0.13
H 0.265 0.990 2.732 0.14
H 0.799 -1.204 1.926 0.12
H 2.704 1.508 -0.697 0.10
H 5.159 1.846 -0.554 0.12
H 7.309 1.003 0.296 0.08
H 7.490 -0.162 -1.011 0.09
H 7.521 -0.718 0.660 0.08
H 5.665 -2.294 0.370 0.12
H 3.200 -2.611 0.224 0.11
H -1.661 -0.225 -0.866 0.08
H -2.277 -2.541 -0.528 0.11
```